No. 1
An isolated ion of composition C7H6FN4 and charge -1 at a distorted geometry, computed with wB97M-V/def2-TZVPD.

Lowest unoccupied orbital energy, eV: 3.77
Energy above the lowest of the compared OMol25 structures with the same formula, charge and spin, kJ/mol: 173.8
Gap between HOMO and LUMO, eV: 8.37
Molecular weight, g/mol: 165.2
E_HOMO, eV: -4.592

The geometry in ORCA input format:
```
! wB97M-V def2-TZVPD RIJCOSX def2/J DEFGRID3
* xyz -1 1
C 1.60 -0.21 0.06
C -1.73 0.92 -0.47
C -1.03 0.27 -1.38
C -1.88 0.41 0.87
C -0.38 -1.05 -1.10
C -0.82 -0.06 1.54
C 0.59 -1.24 -0.23
N 2.69 1.56 -0.04
N 1.48 1.06 -0.33
N 2.88 -0.53 0.37
N 3.53 0.62 0.24
F 0.94 -2.53 0.03
H -2.25 1.87 -0.62
H -1.01 0.78 -2.28
H -2.84 0.03 1.05
H -0.91 -1.87 -1.59
H 0.12 0.50 1.35
H -0.97 -0.53 2.51
*
```

Now the natural (NBO) charges, all in e:
1 C 0.09
2 C -0.21
3 C -0.18
4 C -0.25
5 C -0.32
6 C -0.39
7 C 0.42
8 N -0.16
9 N -0.37
10 N -0.35
11 N -0.16
12 F -0.34
13 H 0.19
14 H 0.20
15 H 0.18
16 H 0.21
17 H 0.24
18 H 0.19



No. 2
A 2-piece molecular cluster, C7H6FNO3 overall at a distorted geometry, computed with wB97M-V/def2-TZVPD.

Lowest unoccupied orbital energy (alpha / beta), eV: 0.27 / -1.94
Energy above the lowest of the compared OMol25 structures with the same formula, charge and spin, kJ/mol: 173.9
Gap between HOMO and LUMO (alpha / beta), eV: 9.63 / 5.11
Molecular weight, g/mol: 171.1
E_HOMO (alpha / beta), eV: -9.360 / -7.055

The geometry in ORCA input format:
```
! wB97M-V def2-TZVPD RIJCOSX def2/J DEFGRID3
* xyz 0 1
C -1.02 1.47 0.86
C -1.10 0.02 0.82
C -0.06 2.06 0.05
C -0.37 -0.68 -0.10
C 0.83 1.35 -0.76
C 0.58 0.01 -0.90
C 0.72 -1.76 -2.42
N 2.05 -3.01 1.01
O 1.29 -2.78 1.89
O 1.99 -2.77 -0.24
O 1.25 -0.67 -1.89
F 1.36 -2.49 -3.34
H -1.77 2.04 1.30
H -1.76 -0.59 1.39
H 0.19 3.10 -0.04
H -0.39 -1.73 -0.19
H 1.68 1.70 -1.32
H -0.39 -1.88 -2.36
*
```

Now the natural (NBO) charges, all in e:
1 C -0.23
2 C -0.17
3 C -0.19
4 C -0.30
5 C -0.26
6 C 0.30
7 C 0.50
8 N 0.48
9 O -0.27
10 O -0.34
11 O -0.47
12 F -0.31
13 H 0.22
14 H 0.22
15 H 0.22
16 H 0.23
17 H 0.23
18 H 0.14



No. 3
A single C7H6FNO3 molecule at a distorted geometry, computed with wB97M-V/def2-TZVPD.

Lowest unoccupied orbital energy (alpha / beta), eV: -0.35 / -2.87
Gap between HOMO and LUMO (alpha / beta), eV: 6.25 / 7.56
Molecular weight, g/mol: 171.1
E_HOMO (alpha / beta), eV: -6.601 / -10.427

The geometry in ORCA input format:
```
! wB97M-V def2-TZVPD RIJCOSX def2/J DEFGRID3
* xyz 0 3
C -1.08 -1.45 -0.35
C -0.49 -1.47 0.99
C -0.97 -0.35 -1.06
C 0.38 -0.51 1.42
C -1.06 1.85 -0.07
C -0.20 0.87 -0.74
C 1.09 0.32 0.43
N 2.02 -0.37 -0.42
O 3.05 0.25 -0.57
O -2.27 1.80 -0.08
O 1.82 -1.52 -0.65
F 1.63 1.44 0.86
H -1.71 -2.29 -0.70
H -1.12 -2.16 1.58
H -1.65 -0.36 -1.96
H 0.57 -0.16 2.39
H -0.47 2.79 0.44
H 0.43 1.32 -1.51
*
```

Now the Löwdin charges, all in e:
1 C -0.09
2 C -0.05
3 C -0.09
4 C 0.03
5 C -0.25
6 C -0.10
7 C -0.36
8 N -0.35
9 O 0.12
10 O 0.07
11 O 0.13
12 F 0.12
13 H 0.13
14 H 0.12
15 H 0.14
16 H 0.11
17 H 0.17
18 H 0.15



No. 4
A single C7H6N2 molecule at a distorted geometry, computed with wB97M-V/def2-TZVPD.

Lowest unoccupied orbital energy, eV: 0.93
Energy above the lowest of the compared OMol25 structures with the same formula, charge and spin, kJ/mol: 99.5
SMILES: c1ccn2ccnc2c1
Gap between HOMO and LUMO, eV: 9.53
Molecular weight, g/mol: 118.1
E_HOMO, eV: -8.602

The geometry in ORCA input format:
```
! wB97M-V def2-TZVPD RIJCOSX def2/J DEFGRID3
* xyz 0 1
C 2.12 -0.66 0.09
C 2.00 0.87 0.00
C 0.79 1.40 0.00
N -0.31 0.58 -0.04
C -1.68 1.03 -0.05
C -2.32 -0.12 0.06
N -1.50 -1.19 -0.06
C -0.29 -0.74 -0.04
C 1.05 -1.40 -0.02
H 3.12 -1.08 0.13
H 2.93 1.33 -0.24
H 0.68 2.44 -0.03
H -1.84 1.97 0.41
H -3.41 -0.21 0.14
H 1.19 -2.49 0.09
*
```

Now the natural (NBO) charges, all in e:
1 C -0.19
2 C -0.26
3 C 0.02
4 N -0.32
5 C -0.16
6 C -0.03
7 N -0.48
8 C 0.34
9 C -0.22
10 H 0.22
11 H 0.22
12 H 0.21
13 H 0.22
14 H 0.21
15 H 0.23



No. 5
A single C7H6N4 molecule at a distorted geometry, computed with wB97M-V/def2-TZVPD.

Lowest unoccupied orbital energy (alpha / beta), eV: -1.38 / -0.97
Energy above the lowest of the compared OMol25 structures with the same formula, charge and spin, kJ/mol: 405.6
Gap between HOMO and LUMO (alpha / beta), eV: 6.55 / 7.11
Molecular weight, g/mol: 146.2
E_HOMO (alpha / beta), eV: -7.927 / -8.073

The geometry in ORCA input format:
```
! wB97M-V def2-TZVPD RIJCOSX def2/J DEFGRID3
* xyz 0 1
C -2.46 -0.17 -1.51
C 0.89 0.35 2.38
C 0.70 -0.35 1.20
C 0.50 0.74 0.12
C -0.15 -0.02 -2.23
C 0.86 -1.67 0.84
C -1.50 -0.31 -2.47
N -3.41 -0.18 -0.87
N 0.58 1.93 0.78
N 0.25 0.64 -1.13
N 0.92 1.67 2.02
H 1.03 -0.10 3.31
H 0.63 -0.06 -2.87
H 1.03 -2.00 -0.21
H 0.73 -2.43 1.55
H -1.66 -0.53 -3.48
H 1.06 2.49 2.59
*
```

Now the natural (NBO) charges, all in e:
1 C 0.25
2 C -0.07
3 C -0.16
4 C 0.37
5 C 0.11
6 C -0.26
7 C -0.48
8 N -0.34
9 N -0.30
10 N -0.41
11 N -0.23
12 H 0.23
13 H 0.20
14 H 0.21
15 H 0.19
16 H 0.24
17 H 0.43



No. 6
An isolated ion of composition C7H6NO and charge +1 at a distorted geometry, computed with wB97M-V/def2-TZVPD.

Lowest unoccupied orbital energy, eV: -5.15
Energy above the lowest of the compared OMol25 structures with the same formula, charge and spin, kJ/mol: 210.1
SMILES: O=C=C1C=CCCC#[N+]1
Gap between HOMO and LUMO, eV: 8.24
Molecular weight, g/mol: 120.1
E_HOMO, eV: -13.396

The geometry in ORCA input format:
```
! wB97M-V def2-TZVPD RIJCOSX def2/J DEFGRID3
* xyz 1 1
O 4.02 0.58 -0.40
C 3.06 0.12 -0.01
C 1.71 -0.27 0.17
C 0.85 0.89 0.57
C -0.43 1.08 0.22
C -1.28 0.24 -0.67
C -1.69 -1.15 0.08
C -0.36 -1.54 0.28
N 0.79 -1.33 0.16
H 1.51 1.52 1.09
H -0.91 1.86 0.72
H -2.21 0.71 -0.98
H -0.64 -0.07 -1.62
H -2.33 -1.64 -0.57
H -2.09 -1.00 0.96
*
```

Now the natural (NBO) charges, all in e:
1 O -0.29
2 C 0.83
3 C -0.22
4 C -0.16
5 C -0.21
6 C -0.39
7 C -0.49
8 C 0.64
9 N -0.23
10 H 0.23
11 H 0.24
12 H 0.27
13 H 0.24
14 H 0.29
15 H 0.26



No. 7
C7H6NO7Pt as an isolated structure at a distorted geometry, computed with wB97M-V/def2-TZVPD.

Lowest unoccupied orbital energy (alpha / beta), eV: -3.46 / -4.73
Gap between HOMO and LUMO (alpha / beta), eV: 5.75 / 6.66
Molecular weight, g/mol: 411.2
E_HOMO (alpha / beta), eV: -9.201 / -11.388

The geometry in ORCA input format:
```
! wB97M-V def2-TZVPD RIJCOSX def2/J DEFGRID3
* xyz 1 3
O 1.79 -3.11 -0.74
C 1.17 -2.13 -0.59
Pt -1.13 -0.91 -1.30
C -2.40 0.64 -1.03
O -3.15 1.50 -0.93
C -2.44 -1.53 -2.92
O -3.02 -2.03 -3.78
C -1.87 -1.85 0.43
O -2.40 -2.42 1.29
C 0.15 0.22 -2.45
O 0.74 0.97 -3.10
H -0.29 -2.42 -1.37
N 0.92 2.22 2.18
C 1.88 1.18 1.84
C 1.18 0.24 0.85
O 1.93 -0.73 0.48
O 0.00 0.47 0.50
H 0.95 2.88 1.42
H 1.14 2.76 3.03
H -0.04 1.83 2.05
H 2.80 1.57 1.39
H 2.12 0.64 2.75
*
```

Now the natural (NBO) charges, all in e:
1 O -0.48
2 C 0.53
3 Pt 0.54
4 C 0.47
5 O -0.41
6 C 0.47
7 O -0.40
8 C 0.49
9 O -0.42
10 C 0.51
11 O -0.41
12 H -0.13
13 N -0.68
14 C -0.35
15 C 0.78
16 O -0.62
17 O -0.76
18 H 0.44
19 H 0.45
20 H 0.48
21 H 0.26
22 H 0.25



No. 8
A single C7H6O molecule at a distorted geometry, computed with wB97M-V/def2-TZVPD.

Lowest unoccupied orbital energy, eV: 0.15
Energy above the lowest of the compared OMol25 structures with the same formula, charge and spin, kJ/mol: 508.8
SMILES: C#CC(C#C)=CCO
Gap between HOMO and LUMO, eV: 8.60
Molecular weight, g/mol: 106.1
E_HOMO, eV: -8.454

The geometry in ORCA input format:
```
! wB97M-V def2-TZVPD RIJCOSX def2/J DEFGRID3
* xyz 0 1
C 1.36 -2.44 -1.48
C 0.74 -1.55 -0.93
C 0.08 -0.53 -0.28
C -1.21 -0.33 -0.51
C -2.46 -0.21 -0.28
C 0.93 0.19 0.53
C 0.79 1.47 1.36
O -0.46 2.17 0.91
H 1.70 -3.33 -2.13
H -3.54 -0.05 -0.58
H 2.04 -0.17 0.54
H 1.71 2.02 0.96
H 0.82 1.30 2.51
H -0.41 3.23 1.01
*
```

Now the natural (NBO) charges, all in e:
1 C -0.22
2 C -0.01
3 C -0.28
4 C 0.00
5 C -0.18
6 C -0.06
7 C -0.12
8 O -0.74
9 H 0.26
10 H 0.25
11 H 0.21
12 H 0.19
13 H 0.20
14 H 0.48



No. 9
A single C7H6O molecule at a distorted geometry, computed with wB97M-V/def2-TZVPD.

Lowest unoccupied orbital energy, eV: -0.90
Energy above the lowest of the compared OMol25 structures with the same formula, charge and spin, kJ/mol: 416.9
SMILES: C=C1C=CC=CC1=O
Gap between HOMO and LUMO, eV: 7.98
Molecular weight, g/mol: 106.1
E_HOMO, eV: -8.878

The geometry in ORCA input format:
```
! wB97M-V def2-TZVPD RIJCOSX def2/J DEFGRID3
* xyz 0 1
C -1.93 1.16 0.32
C -0.57 0.81 -0.16
C 0.79 1.49 -0.06
C 1.86 0.72 -0.13
C 1.69 -0.74 0.44
C 0.61 -1.40 0.06
C -0.57 -0.64 -0.34
O -1.60 -1.37 -0.20
H -2.89 0.45 0.51
H -2.12 2.22 0.87
H 0.71 2.63 -0.67
H 2.82 1.32 -0.47
H 2.49 -1.63 0.59
H 0.55 -2.48 0.08
*
```

Now the natural (NBO) charges, all in e:
1 C -0.23
2 C -0.18
3 C -0.22
4 C -0.21
5 C -0.21
6 C -0.23
7 C 0.44
8 O -0.56
9 H 0.27
10 H 0.20
11 H 0.23
12 H 0.25
13 H 0.24
14 H 0.23



No. 10
A single C7H6O molecule at a distorted geometry, computed with wB97M-V/def2-TZVPD.

Lowest unoccupied orbital energy (alpha / beta), eV: 0.57 / -0.94
Energy above the lowest of the compared OMol25 structures with the same formula, charge and spin, kJ/mol: 0.0
Gap between HOMO and LUMO (alpha / beta), eV: 8.10 / 8.12
Molecular weight, g/mol: 106.1
E_HOMO (alpha / beta), eV: -7.526 / -9.053

The geometry in ORCA input format:
```
! wB97M-V def2-TZVPD RIJCOSX def2/J DEFGRID3
* xyz 0 3
C -0.89 -1.46 0.64
C -1.24 -1.41 -0.65
C 2.16 0.22 0.24
C -0.65 0.07 0.99
C -1.00 -0.27 -1.34
C 1.27 0.70 -0.55
C -0.20 0.66 -0.34
O 3.02 -0.26 0.87
H -0.70 -2.41 1.10
H -1.61 0.63 1.31
H -0.03 0.18 1.98
H -1.17 0.08 -2.36
H 1.62 1.47 -1.38
H -0.58 1.81 -0.50
*
```

Now the natural (NBO) charges, all in e:
1 C -0.27
2 C 0.09
3 C 0.71
4 C -0.45
5 C -0.25
6 C -0.55
7 C -0.24
8 O -0.45
9 H 0.23
10 H 0.23
11 H 0.23
12 H 0.22
13 H 0.28
14 H 0.22



No. 11
A single C7H6O2 molecule at a distorted geometry, computed with wB97M-V/def2-TZVPD.

Lowest unoccupied orbital energy, eV: -0.19
Energy above the lowest of the compared OMol25 structures with the same formula, charge and spin, kJ/mol: 404.5
SMILES: O=C1OCC2=C1CC=C2
Gap between HOMO and LUMO, eV: 8.86
Molecular weight, g/mol: 122.1
E_HOMO, eV: -9.051

The geometry in ORCA input format:
```
! wB97M-V def2-TZVPD RIJCOSX def2/J DEFGRID3
* xyz 0 1
O 2.47 -1.70 0.14
C 1.89 -0.55 0.02
O 2.34 0.70 -0.21
C 1.09 1.64 0.02
C 0.02 0.78 -0.13
C 0.35 -0.52 -0.31
C -0.84 -1.50 -0.05
C -2.03 -0.53 -0.19
C -1.46 0.74 0.19
H 1.23 2.27 -1.01
H 1.17 2.02 1.06
H -0.73 -1.94 1.02
H -0.42 -2.52 -0.81
H -3.11 -0.78 -0.23
H -1.97 1.89 0.49
*
```

Now the natural (NBO) charges, all in e:
1 O -0.59
2 C 0.75
3 O -0.49
4 C -0.09
5 C -0.13
6 C -0.06
7 C -0.49
8 C -0.18
9 C -0.19
10 H 0.24
11 H 0.24
12 H 0.28
13 H 0.26
14 H 0.24
15 H 0.23



No. 12
A single C7H7Br2NO2 molecule at a distorted geometry, computed with wB97M-V/def2-TZVPD.

Lowest unoccupied orbital energy, eV: -1.38
Energy above the lowest of the compared OMol25 structures with the same formula, charge and spin, kJ/mol: 175.0
SMILES: CC(/C=C\C=C(/Br)[N+](=O)[O-])=C\Br
Gap between HOMO and LUMO, eV: 7.50
Molecular weight, g/mol: 296.9
E_HOMO, eV: -8.879

The geometry in ORCA input format:
```
! wB97M-V def2-TZVPD RIJCOSX def2/J DEFGRID3
* xyz 0 1
C -2.03 -1.51 0.05
C -1.06 -0.49 -0.45
C -1.30 0.90 -0.20
C -0.61 1.58 0.70
C 0.68 1.16 1.17
C 1.52 0.86 0.05
Br 1.57 2.17 -1.34
N 2.71 0.17 0.14
O 2.76 -0.53 1.12
O 3.60 0.31 -0.66
C 0.17 -0.84 -1.00
Br 0.73 -2.63 -1.18
H -1.87 -1.68 1.08
H -2.10 -2.51 -0.39
H -3.08 -1.26 -0.19
H -2.25 1.19 -0.58
H -1.01 2.45 1.17
H 0.94 0.90 2.21
H 0.62 -0.23 -1.72
*
```

Now the natural (NBO) charges, all in e:
1 C -0.66
2 C -0.05
3 C -0.15
4 C -0.22
5 C -0.16
6 C 0.00
7 Br 0.10
8 N 0.44
9 O -0.38
10 O -0.36
11 C -0.27
12 Br 0.07
13 H 0.23
14 H 0.24
15 H 0.23
16 H 0.22
17 H 0.23
18 H 0.26
19 H 0.22



No. 13
An isolated ion of composition C7H7BrNO2 and charge -1 at a distorted geometry, computed with wB97M-V/def2-TZVPD.

Lowest unoccupied orbital energy, eV: 3.33
Energy above the lowest of the compared OMol25 structures with the same formula, charge and spin, kJ/mol: 102.0
SMILES: C[C@H]1N=CC=C[C@@]1(Br)C(=O)[O-]
Gap between HOMO and LUMO, eV: 7.68
Molecular weight, g/mol: 217.0
E_HOMO, eV: -4.350

The geometry in ORCA input format:
```
! wB97M-V def2-TZVPD RIJCOSX def2/J DEFGRID3
* xyz -1 1
C -0.35 0.70 2.05
C -0.31 -0.39 0.96
N -1.54 -0.70 0.31
C -1.65 -0.95 -0.92
C -0.59 -0.97 -1.89
C 0.64 -0.63 -1.42
C 0.93 -0.02 -0.16
Br 2.78 -0.61 0.46
C 1.08 1.63 -0.42
O 2.18 2.12 -0.39
O -0.01 2.08 -0.71
H -0.20 1.54 1.49
H 0.45 0.63 2.67
H -1.29 0.57 2.65
H 0.05 -1.45 1.28
H -2.73 -1.22 -1.06
H -0.85 -1.47 -2.75
H 1.41 -0.85 -2.15
*
```

Now the natural (NBO) charges, all in e:
1 C -0.62
2 C -0.05
3 N -0.43
4 C 0.09
5 C -0.32
6 C -0.14
7 C -0.18
8 Br -0.09
9 C 0.77
10 O -0.71
11 O -0.75
12 H 0.24
13 H 0.20
14 H 0.20
15 H 0.20
16 H 0.17
17 H 0.20
18 H 0.21



No. 14
A single C7H7Cl2N3 molecule at a distorted geometry, computed with wB97M-V/def2-TZVPD.

Lowest unoccupied orbital energy, eV: 0.32
Energy above the lowest of the compared OMol25 structures with the same formula, charge and spin, kJ/mol: 0.0
SMILES: CN1c2cncnc2CC1(Cl)Cl
Gap between HOMO and LUMO, eV: 9.04
Molecular weight, g/mol: 204.1
E_HOMO, eV: -8.720

The geometry in ORCA input format:
```
! wB97M-V def2-TZVPD RIJCOSX def2/J DEFGRID3
* xyz 0 1
C -1.08 -2.15 -0.35
N -0.72 -0.71 -0.26
C 0.50 -0.23 0.15
C 1.74 -0.91 0.20
N 2.87 -0.11 0.32
C 2.72 1.20 0.32
N 1.59 1.91 0.40
C 0.54 1.20 0.12
C -0.89 1.69 -0.06
C -1.63 0.33 -0.06
Cl -2.85 0.27 -1.33
Cl -2.54 0.20 1.62
H -1.88 -2.19 -1.11
H -0.14 -2.56 -0.74
H -1.42 -2.41 0.59
H 1.85 -1.95 0.12
H 3.55 1.76 0.32
H -1.13 2.30 0.79
H -1.10 2.36 -1.04
*
```

Now the natural (NBO) charges, all in e:
1 C -0.40
2 N -0.45
3 C 0.08
4 C 0.00
5 N -0.42
6 C 0.22
7 N -0.42
8 C 0.24
9 C -0.50
10 C 0.22
11 Cl 0.00
12 Cl -0.15
13 H 0.23
14 H 0.22
15 H 0.21
16 H 0.20
17 H 0.17
18 H 0.27
19 H 0.27